1.
Computed, not measured: a structure of composition H26O13Xe, with wB97M-V/def2-TZVPD.

The geometry in XYZ format:
```
40
Properties=species:S:1:pos:R:3:forces:R:3
Xe -0.16286 -0.91617 0.17939 -0.045 -0.075 0.099
O -2.86640 1.15544 2.90773 -0.713 0.060 -0.191
O 1.43401 -1.53609 -3.34790 0.633 -0.044 -0.037
O -0.29957 -1.31453 4.47712 -0.136 -0.405 0.226
O 3.12672 -2.81236 -1.46268 0.261 -0.425 0.392
O -2.94743 1.87459 0.12067 0.204 0.058 -0.959
O 3.30235 1.58417 -1.30548 0.636 -0.189 0.227
O -0.17948 1.26773 3.30050 -0.188 -0.123 0.248
O 2.53757 0.58735 2.22541 -0.304 0.186 0.359
O -2.06211 -3.19549 3.25929 -0.436 -0.281 -0.132
O -2.01156 0.39694 -2.71933 -0.003 0.073 -0.369
O 0.71212 0.99324 -2.56792 0.423 1.079 0.195
O 0.88043 3.21164 -0.39236 0.275 0.182 0.214
O -1.33704 -2.12309 -3.62028 0.256 -0.797 -0.220
H 0.04050 1.60224 4.16995 -0.013 0.247 0.317
H -2.31887 0.73766 -1.87927 -0.210 0.088 0.860
H 3.16752 1.26347 -2.19722 -0.127 0.020 -0.146
H -0.32505 -0.56269 3.88524 0.043 0.571 -0.357
H 0.62880 1.36027 2.79619 0.647 -0.088 -0.603
H 3.95776 -2.35429 -1.58830 0.211 0.100 0.055
H 0.10778 3.19157 0.17229 -0.256 -0.020 0.180
H 2.00517 -1.55023 -4.11588 0.258 0.100 -0.297
H 1.04863 0.11776 -2.75903 0.036 -0.550 -0.049
H -3.27333 0.45532 3.41809 -0.268 -0.207 0.057
H -1.27644 -2.09393 -4.57511 -0.089 -0.083 -0.271
H -2.42202 0.96340 -3.37269 -0.187 0.189 -0.283
H -0.23354 0.92030 -2.69695 -0.451 -0.184 -0.069
H 3.20644 0.66031 1.54458 0.162 0.198 -0.398
H -2.11914 -3.02249 2.31959 -0.043 -0.049 -0.248
H 0.67410 2.60459 -1.10311 -0.182 -0.325 -0.518
H -1.92898 1.06242 3.07748 0.649 0.191 -0.106
H 2.54403 -0.33804 2.47001 -0.018 -0.307 0.019
H -1.71122 -1.27614 -3.37759 -0.134 0.508 0.427
H -3.14523 1.61551 1.02066 0.109 -0.353 0.880
H 0.86673 -2.29937 -3.45661 -0.842 -0.141 0.105
H -1.39427 -2.58691 3.57526 0.439 0.238 0.386
H 2.54188 -2.43263 -2.11841 -0.312 0.344 -0.186
H -3.74668 2.30200 -0.18719 -0.175 0.195 -0.060
H 2.41965 1.74710 -0.97301 -0.288 0.170 0.106
H 0.55901 -1.26055 4.89685 0.178 -0.156 0.147
```
Forces are in eV/Å.

Values from the calculation:
max |F| = 1.18 eV/Å
Kohn-Sham gap = 10.7 eV
LUMO level = -0.06 eV

Atomic partial charges in e from the natural (NBO) method, atoms 1 to 4:
1. Xe 0.000
2. O -0.981
3. O -0.962
4. O -0.970

=====

2.
Computed, not measured: a structure of composition H28HeO14, with wB97M-V/def2-TZVPD.

The geometry in XYZ format:
```
43
Properties=species:S:1:pos:R:3:forces:R:3
O 6.47910 -4.90671 8.41328 0.104 0.258 -0.122
O 4.10671 -9.31853 3.85726 0.029 -0.185 -0.063
O 6.49160 -4.83767 5.24687 -0.032 0.201 -0.425
O 6.39705 -9.88788 8.97650 -0.086 -0.638 -0.066
O 2.00979 -8.21417 5.73299 0.054 -0.248 -0.065
O 2.49131 -7.85321 8.90322 0.139 0.328 -0.188
O 6.31340 -7.17352 10.04686 -0.019 -0.096 -0.226
O 8.85121 -11.01692 8.19384 0.442 -0.329 -0.096
O 4.64719 -10.92302 11.03015 -0.383 -0.120 0.346
O 7.09022 -8.04345 5.47950 -0.029 0.624 0.203
O 2.07437 -9.79578 10.71358 -0.829 -0.206 0.267
O 8.66667 -6.26668 7.05935 0.404 0.143 0.006
O 3.09545 -5.84776 4.98797 0.286 0.349 -0.246
O 6.31388 -10.62634 4.86479 0.495 -0.137 0.143
He 5.05372 -8.53982 7.32787 -0.229 0.249 -0.241
H 2.25343 -9.11295 10.06712 0.113 0.016 -0.156
H 9.46611 -10.39227 7.80921 0.213 0.075 -0.139
H 8.16016 -7.02175 6.76011 -0.167 -0.585 -0.312
H 2.50631 -5.25397 5.45334 -0.010 0.304 0.045
H 4.33081 -11.82382 10.96176 0.018 -0.367 0.142
H 6.99519 -5.39852 5.83684 0.399 -0.038 0.392
H 1.06302 -8.07461 5.75277 -0.393 0.067 -0.032
H 6.92096 -8.93882 5.18643 0.074 -0.847 0.162
H 5.55226 -6.70604 10.39091 -0.476 -0.219 0.401
H 4.22851 -8.78149 3.07432 0.118 0.143 -0.262
H 5.54223 -10.16456 4.53685 -0.722 0.174 -0.373
H 6.49748 -4.19863 9.05711 0.044 0.392 0.020
H 1.83153 -7.18729 9.09681 -0.239 0.190 0.160
H 2.88657 -10.30006 10.76122 0.541 -0.027 0.225
H 2.12128 -9.13646 5.96358 0.056 -0.350 0.335
H 6.57611 -9.03603 9.37465 -0.043 0.561 0.351
H 5.80914 -5.40988 4.89608 -0.415 -0.045 -0.005
H 3.26977 -9.02803 4.21972 -0.250 0.251 0.131
H 6.18281 -5.67177 8.90635 -0.123 -0.436 -0.089
H 5.95914 -11.36110 5.36532 0.158 -0.243 0.164
H 7.06562 -6.67454 10.36533 0.461 -0.009 0.225
H 2.75876 -6.72214 5.18379 0.044 -0.290 0.075
H 5.18370 -10.79702 10.24752 0.594 0.273 -0.448
H 7.19406 -7.54185 4.67089 0.154 0.320 -0.170
H 2.87956 -7.57258 8.07452 0.158 0.015 -0.359
H 5.83969 -9.68877 8.22421 0.092 -0.047 -0.096
H 8.06206 -10.50277 8.36447 -0.523 0.124 0.197
H 8.15129 -5.90181 7.77872 -0.220 0.402 0.185
```
Forces are in eV/Å.

Values from the calculation:
max |F| = 0.89 eV/Å
Kohn-Sham gap = 9.7 eV
LUMO level = -0.60 eV

Atomic partial charges in e from the natural (NBO) method, atoms 1 to 4:
1. O -0.948
2. O -0.964
3. O -0.951
4. O -0.972

=====

3.
Computed, not measured: a cluster of 13 separate species, H28NO12 in total, with wB97M-V/def2-TZVPD.

The geometry in XYZ format:
```
41
Properties=species:S:1:pos:R:3:forces:R:3
O -1.06724 1.08444 2.40466 3.353 -2.812 -0.005
O 3.00376 -1.66556 0.89266 1.626 0.139 -1.607
O 2.10076 -1.36756 -2.53634 -0.616 -1.300 -1.974
O -3.16524 -0.12856 0.83166 -3.121 -1.741 -0.580
O 0.67776 2.42144 0.08266 2.610 2.633 -0.139
O 0.39076 -1.89456 2.64266 -0.722 3.484 -7.089
O -1.98024 2.60144 0.33466 1.437 0.224 -0.533
O 2.31976 1.25144 2.42266 6.633 -1.141 0.946
O -0.67524 0.73544 -2.93934 -2.611 2.961 -0.908
O -1.48724 -3.25656 0.34166 4.891 -1.891 9.884
O 3.03476 0.97744 -1.55634 -0.429 0.438 -1.952
O -2.92324 -1.85056 -1.61434 3.254 -1.887 3.042
N 0.00976 -0.35156 -0.50334 7.703 -2.201 -4.004
H 0.27976 3.07644 0.69666 0.484 -0.507 -0.514
H 3.26576 1.18544 1.86666 -4.436 0.393 1.863
H -2.85524 0.72944 0.66066 1.252 2.333 -0.159
H 2.59776 -1.26656 -3.39134 -0.563 -0.078 1.141
H 2.32976 -1.56756 1.53666 -0.541 0.169 1.634
H 1.60476 1.41344 1.89366 -2.260 0.793 -2.946
H -1.41824 0.70644 -3.63334 1.699 -0.534 1.239
H -2.99824 -1.30256 -0.83034 -0.399 0.532 0.231
H -1.87724 -2.97156 -0.33034 -5.435 2.968 -9.944
H 1.44276 -2.07856 -2.78034 1.059 0.968 0.565
H -3.45424 -1.53956 -2.25834 -2.855 1.642 -3.211
H -1.22924 2.65244 1.01666 -2.047 -0.493 -1.850
H 3.88676 -1.36556 1.20566 -1.345 -0.302 0.057
H -0.25624 0.64544 2.88466 -2.177 1.330 -1.161
H -1.77424 -2.54556 0.96466 0.492 -1.172 -0.024
H 1.53876 2.96444 -0.15934 -2.192 -2.033 0.409
H 3.04476 1.49744 -2.44334 -0.019 -1.766 2.242
H -0.24524 -1.24656 -0.97534 -1.142 1.136 0.785
H 2.84976 0.00944 -1.74434 0.406 1.633 0.023
H 0.81176 -0.59356 0.13066 -1.052 0.147 0.059
H -0.85824 1.70544 -2.65334 0.908 -2.266 -0.500
H 0.66576 0.16844 -1.30034 -1.990 -1.493 1.925
H -1.59624 2.72344 -0.59134 -0.483 -0.011 2.268
H -4.15024 0.01244 0.63966 1.846 -0.661 0.611
H -0.47824 -1.48056 2.57666 0.073 -0.278 0.185
H 0.46276 -2.23656 3.42966 0.603 -3.034 6.855
H -0.50224 0.37644 -0.18534 -3.161 2.244 1.527
H -1.32624 1.77144 2.97066 -0.734 1.434 1.608
```
Forces are in eV/Å.

Values from the calculation:
total charge = +1
max |F| = 11.71 eV/Å
Kohn-Sham gap = 10.7 eV
LUMO level = -3.27 eV

Atomic partial charges in e from the natural (NBO) method, atoms 1 to 4:
1. O -0.975
2. O -0.975
3. O -0.978
4. O -0.970

=====

4.
Computed, not measured: a cluster of 14 separate species, H28O14 in total, with wB97M-V/def2-TZVPD.

The geometry in XYZ format:
```
42
Properties=species:S:1:pos:R:3:forces:R:3
O 4.17482 0.83608 -2.13454 -0.185 0.178 -0.041
O -2.14534 3.32120 1.07419 -0.267 -0.120 -0.049
O -5.76412 1.10593 -0.07082 -0.036 -0.270 -0.104
O 2.10245 -3.35591 3.33123 0.143 -0.020 -0.225
O -2.74702 -2.21831 3.54150 -0.221 -0.095 -0.008
O 2.55710 3.13051 2.19690 -0.266 -0.142 0.128
O -0.62473 4.62453 -3.71882 0.111 0.199 0.113
O -0.12407 -0.56902 0.09805 -0.067 -0.220 0.228
O -2.46013 0.81625 -3.63131 0.364 0.124 -0.037
O 2.11870 0.37716 5.50485 -0.124 -0.239 -0.030
O 5.47368 -0.10821 1.62714 -0.080 0.278 -0.169
O -0.09646 -1.14641 -6.48431 -0.114 -0.067 -0.193
O -4.08941 -2.61158 -1.53794 0.143 0.129 -0.212
O 0.79479 -4.79470 -1.07521 0.100 -0.094 -0.216
H -3.12072 1.48642 -3.80658 -0.189 0.133 -0.069
H -2.32491 -1.93770 4.35348 0.055 0.111 0.223
H 3.43446 2.89779 2.50072 0.273 -0.112 0.003
H 0.85187 -1.23887 -6.57572 0.222 -0.052 -0.053
H -2.92553 0.14539 -3.13172 -0.157 -0.308 0.136
H 0.54206 -5.44801 -0.42289 -0.038 -0.174 0.139
H 1.81163 -4.08627 3.87734 -0.024 -0.211 0.131
H 0.70926 -0.09808 0.09839 0.271 0.116 -0.009
H 6.30233 -0.35349 2.03876 0.239 -0.041 0.078
H 4.60400 0.53396 -1.33406 0.146 -0.052 0.321
H -0.21448 -0.70313 -5.64418 -0.150 0.141 0.259
H -1.25755 2.96757 1.12894 0.243 -0.172 0.059
H 2.56972 0.70542 6.28270 0.085 0.044 0.230
H 4.88137 -0.83225 1.83001 -0.221 -0.235 0.060
H -6.27898 1.85253 -0.37698 -0.157 0.151 -0.083
H 4.47382 0.22856 -2.81111 0.049 -0.133 -0.195
H -5.04867 1.49718 0.43047 0.273 0.107 0.187
H 2.68476 3.92783 1.68288 0.013 0.203 -0.160
H -0.87881 3.77410 -3.36042 -0.022 -0.292 0.119
H -4.43670 -2.08944 -0.81476 -0.145 0.214 0.209
H 2.39326 0.96593 4.80187 -0.006 0.178 -0.244
H -1.14543 4.71382 -4.51702 -0.090 0.051 -0.222
H -2.02354 4.26951 1.02842 -0.004 0.251 -0.018
H -0.64218 -0.13951 -0.58262 -0.187 0.073 -0.226
H 0.57263 -3.95517 -0.67263 -0.059 0.315 0.082
H -4.25797 -3.51835 -1.28185 -0.005 -0.239 0.007
H -2.02317 -2.36137 2.93174 0.173 0.010 -0.253
H 1.57722 -2.61192 3.62589 -0.091 0.281 0.106
```
Forces are in eV/Å.

Values from the calculation:
max |F| = 0.39 eV/Å
Kohn-Sham gap = 11.1 eV
LUMO level = -0.07 eV

Atomic partial charges in e from the natural (NBO) method, atoms 1 to 4:
1. O -0.941
2. O -0.943
3. O -0.944
4. O -0.940

=====

5.
Computed, not measured: a cluster of 14 separate species, H28O14 in total, with wB97M-V/def2-TZVPD.

The geometry in XYZ format:
```
42
Properties=species:S:1:pos:R:3:forces:R:3
O -25.21400 5.68200 -1.23100 -1.154 -0.057 2.024
O -29.59900 9.13300 -1.99100 -0.299 -0.432 -0.587
O -24.16400 8.39200 -1.98200 1.376 -0.020 0.623
O -29.06100 8.45600 0.46800 -2.204 1.122 1.226
O -24.49400 4.02400 -3.04900 0.513 -0.918 0.103
O -28.80400 9.38000 -4.67900 0.441 0.651 0.812
O -27.67600 6.58900 -0.74700 -1.809 0.826 0.792
O -27.27000 5.10600 -3.68100 0.157 -0.540 0.737
O -26.61700 7.83000 -3.09600 -0.560 -0.741 -0.006
O -25.87800 10.73400 -3.87100 1.259 0.157 1.378
O -25.90400 8.94100 0.08200 0.118 -0.955 1.083
O -26.79300 5.03800 -6.46900 -1.285 -0.518 -0.864
O -25.96000 7.89000 -5.81900 -0.024 0.755 0.636
O -27.21100 10.57300 -1.58200 1.746 0.714 0.275
H -27.77000 4.98000 -6.57500 1.133 0.083 -0.033
H -25.40200 4.93400 -0.61900 0.357 0.873 -0.352
H -24.92700 5.21600 -2.00000 0.774 -0.538 -0.758
H -26.32700 10.67600 -4.67000 -0.987 -0.010 -2.703
H -29.64900 7.78900 0.86000 0.476 0.334 -0.162
H -29.20400 8.80400 -5.29300 -0.501 -0.843 -1.654
H -28.40100 7.99800 -0.01200 1.834 -1.282 -0.363
H -29.13300 9.02500 -3.85100 0.222 0.521 0.511
H -28.15300 5.19600 -4.00300 -1.035 0.741 -0.878
H -26.55700 6.87500 -3.24500 0.512 -0.003 -0.251
H -29.51000 9.02400 -1.02100 -0.148 -0.019 0.527
H -24.96800 8.29600 -2.46400 -1.143 -0.149 -0.904
H -26.28000 9.52700 -0.54500 -1.011 1.502 -0.461
H -25.52300 8.75600 -5.81000 0.244 -0.307 -0.468
H -30.00100 8.29400 -2.26000 -0.065 0.325 0.144
H -26.59600 10.51300 -3.27700 0.114 -0.016 0.852
H -25.35500 8.46800 -0.54000 1.084 -0.759 0.130
H -23.95600 9.32400 -2.05900 0.132 0.254 -0.073
H -27.34900 7.79000 -2.46700 -0.053 0.771 0.350
H -24.62300 3.08100 -3.19300 0.161 -0.026 0.039
H -26.66900 5.24600 -5.55000 0.206 0.280 0.420
H -25.05800 4.44300 -3.68000 -0.475 0.420 -1.122
H -27.40500 11.47500 -1.36300 0.073 0.813 0.236
H -26.37800 7.98500 -4.94300 -0.188 -0.249 -0.249
H -28.31800 6.06100 -1.19300 -0.758 -0.681 -0.363
H -28.03000 10.19900 -1.78100 -2.400 -1.196 -0.601
H -27.40900 4.29400 -3.18600 0.709 -0.352 0.415
H -26.85000 6.32000 -1.09500 2.456 -0.530 -0.462
```
Forces are in eV/Å.

Values from the calculation:
max |F| = 2.88 eV/Å
Kohn-Sham gap = 8.7 eV
LUMO level = -1.12 eV

Atomic partial charges in e from the natural (NBO) method, atoms 1 to 4:
1. O -0.949
2. O -1.008
3. O -0.959
4. O -0.952

=====

6.
Computed, not measured: a cluster of 14 separate species, H28O14 in total, with wB97M-V/def2-TZVPD.

The geometry in XYZ format:
```
42
Properties=species:S:1:pos:R:3:forces:R:3
O 1.55545 3.24390 2.11040 0.691 0.696 -0.214
O 2.75644 0.33088 -0.11118 -0.604 -0.596 -0.338
O -0.26328 0.81085 3.37652 0.164 -0.460 -0.227
O -1.50791 1.49590 -2.17194 0.409 -0.277 1.532
O -0.28586 -4.29740 0.08974 -0.168 -1.346 -0.597
O -1.35740 -1.92495 -1.06863 -0.581 -0.440 -0.498
O -3.61940 0.82834 -0.64282 -0.990 -1.622 0.380
O 0.31590 -2.13080 1.67157 0.497 -1.011 0.505
O 0.97044 2.53375 -0.63127 0.797 -0.451 -1.915
O -1.38488 2.58558 0.91444 0.237 -1.738 -0.369
O -0.03985 0.07150 0.35248 -0.766 -0.181 0.026
O 1.98002 -1.54798 -1.78677 -0.612 1.029 -1.211
O 2.42452 0.33413 2.55390 0.001 -0.252 -0.141
O -2.57511 -1.24978 -3.49119 2.862 -2.893 0.884
H 1.45865 -1.48427 -2.60577 0.174 0.674 0.283
H 2.64340 0.30084 1.60766 -0.344 0.413 -0.120
H -2.32450 -1.95505 -0.93127 0.488 0.103 0.248
H -0.64888 1.61366 -1.72894 -0.361 0.117 -0.066
H 1.23141 -2.11564 1.99043 -0.470 0.133 -0.042
H -0.31634 -0.59902 -0.29909 0.061 0.250 -0.234
H 1.70441 1.98383 -0.98494 -0.191 0.214 0.741
H 3.08624 -0.24805 2.90852 0.407 -0.328 0.772
H -0.16805 -3.43262 0.46828 0.192 0.870 0.843
H 0.14088 -1.25495 1.30713 0.178 0.532 0.061
H -3.90030 1.69551 -0.41376 -0.271 1.079 0.313
H -0.74277 0.25127 2.74448 0.143 0.280 0.359
H 1.97100 -2.47446 -1.69265 0.273 -2.056 0.829
H 1.24082 2.61943 2.75806 -0.356 -0.409 -0.018
H -1.13177 1.62148 0.86251 0.174 1.438 -0.288
H -1.17155 -2.78291 -1.49863 0.017 0.304 0.509
H 3.68245 0.33134 -0.32730 0.686 0.178 -0.172
H 1.47276 2.85474 1.23131 -0.392 0.053 0.347
H -1.40549 1.62963 -3.09063 0.283 0.185 -1.481
H 0.79939 3.06666 -1.42903 -0.261 0.388 0.751
H -2.76556 0.94194 -1.02917 0.955 0.406 -0.582
H -0.40207 -4.89638 0.84163 0.049 0.302 -0.319
H -2.07820 2.49391 1.55892 -0.576 0.503 0.614
H 2.40220 -0.48260 -0.55656 0.371 0.531 0.051
H -3.15217 -0.55932 -3.59542 -2.124 2.708 -0.020
H 0.66253 0.52593 3.24845 -0.337 0.130 0.044
H 0.81847 0.43172 0.13099 0.038 0.199 -0.123
H -2.07604 -1.16055 -2.64049 -0.743 0.344 -1.119
```
Forces are in eV/Å.

Values from the calculation:
max |F| = 4.16 eV/Å
Kohn-Sham gap = 9.2 eV
LUMO level = -0.55 eV

Atomic partial charges in e from the natural (NBO) method, atoms 1 to 4:
1. O -0.963
2. O -1.004
3. O -0.964
4. O -0.969

=====

Number 6 is which compound? H28O14

=====

Which value of LUMO level does entry 5 give? -1.12 eV